This record from the Open Molecules 2025 dataset describes C8H5Cl2FOS in the gas phase in a non-equilibrium geometry. The level of theory is ωB97M-V/def2-TZVPD.

charge	0
relative energy (zero: lowest compared OMol25 entry of this formula, charge and spin)	0.00	kJ/mol
gap between HOMO and LUMO	9.74	eV
lowest unoccupied orbital energy	0.18	eV

Each line ends with the natural charge from an NBO analysis.
Cartesian coordinates (Å):
1 H -0.087 -0.842 -1.920  0.22
2 H 1.853 -2.182 -1.490  0.23
3 H 0.769 2.140 1.093  0.26
4 C -2.288 0.318 0.504  0.17
5 H 3.079 0.805 1.438  0.22
6 Cl -3.364 -1.016 -1.480  0.06
7 F -1.970 0.557 1.728  -0.28
8 C 2.589 -0.744 0.201  -0.19
9 C 0.207 0.640 -0.392  -0.29
10 O -1.297 2.670 -0.051  -0.96
11 C 0.534 -0.520 -1.078  -0.22
12 C -3.221 -0.578 0.143  -0.21
13 C 1.749 -1.211 -0.862  -0.20
14 C 1.086 1.177 0.536  -0.21
15 C 2.227 0.449 0.831  -0.22
16 Cl -3.986 -1.770 1.127  0.06
17 H 3.493 -1.311 0.420  0.22
18 S -1.373 1.420 -0.748  1.32

=====

This record from the Open Molecules 2025 dataset describes a molecular structure, C3H7NO2. The level of theory is ωB97M-V/def2-TZVPD.

charge	0
relative energy (zero: lowest compared OMol25 entry of this formula, charge and spin)	774.45	kJ/mol
gap between HOMO and LUMO (alpha / beta)	8.70 / 8.70	eV
lowest unoccupied orbital energy (alpha / beta)	0.64 / 0.64	eV

Each line ends with the natural charge from an NBO analysis.
Cartesian coordinates (Å):
1 C -0.658 -0.290 -0.238  0.42
2 H -1.520 -1.135 1.866  0.45
3 H 0.678 -1.931 0.007  0.25
4 H 0.768 -0.600 1.314  0.25
5 H -1.222 1.100 -1.644  0.26
6 H -2.596 0.205 -0.732  0.26
7 H 1.505 2.154 -0.517  0.33
8 O -1.346 -1.635 1.055  -0.86
9 O 1.264 0.219 -0.782  -0.58
10 N 1.672 1.312 0.030  -0.56
11 C -1.543 0.377 -0.905  -0.46
12 C 0.315 -1.002 0.418  -0.10
13 H 2.683 1.225 0.127  0.34

=====

This record from the Open Molecules 2025 dataset describes a molecular structure, C20H27HoN4OS3SbSi in a non-equilibrium geometry. The level of theory is ωB97M-V/def2-TZVPD.

spin multiplicity	6
charge	0
<S²>	8.763
relative energy (zero: lowest compared OMol25 entry of this formula, charge and spin)	0.00	kJ/mol
gap between HOMO and LUMO (alpha / beta)	7.60 / 5.06	eV
lowest unoccupied orbital energy (alpha / beta)	0.21 / -2.32	eV

Each line ends with the Löwdin spin population.
Cartesian coordinates (Å):
1 C -1.261 -3.573 -3.057  0.00
2 C 0.186 -2.802 3.229  0.00
3 Ho 0.358 1.620 1.339  4.01
4 N -1.576 -0.144 -1.892  0.00
5 H -2.943 -1.946 -4.294  0.00
6 C -1.884 -1.399 3.002  0.00
7 H -3.972 0.012 -0.772  0.00
8 H -0.867 2.280 -2.643  0.00
9 C 1.562 -2.948 3.042  0.00
10 H -0.535 -4.267 -2.641  0.00
11 S -2.203 2.167 1.993  0.11
12 H -4.495 4.211 -1.437  0.00
13 H 3.325 -0.905 -0.884  0.00
14 H -2.123 -0.339 3.062  0.00
15 S 0.721 3.270 3.485  0.70
16 C -1.859 2.240 -2.213  0.00
17 C -0.409 -0.440 -1.263  0.00
18 H -2.260 -3.981 -2.901  0.00
19 H 6.189 0.314 1.250  0.00
20 H 4.558 0.265 -1.385  0.00
21 N -2.015 -1.259 -2.579  0.00
22 H 5.306 -1.160 1.645  0.00
23 O 0.195 0.381 -0.544  0.00
24 C -3.898 3.314 -1.532  0.00
25 C -2.366 1.036 -1.758  0.00
26 H -2.385 -1.812 2.122  0.00
27 C 3.939 2.556 1.022  0.00
28 H -3.109 -0.209 -4.010  0.00
29 H 0.749 -2.332 -1.221  0.00
30 H -2.232 4.334 -2.421  0.00
31 H -1.085 -3.501 -4.132  0.00
32 Sb -1.076 4.263 2.224  -0.03
33 N 0.317 -0.580 2.395  0.00
34 C -3.103 -1.187 -3.534  0.00
35 C -0.106 -1.787 -1.582  0.00
36 C -1.107 -2.244 -2.400  0.00
37 N 2.261 0.417 1.740  -0.01
38 H -0.416 -3.601 3.639  0.00
39 C 5.289 -0.072 1.736  0.00
40 H -4.071 -1.350 -3.060  0.00
41 H 4.840 2.918 0.519  0.00
42 H 3.973 2.891 2.061  0.00
43 S 0.201 4.052 0.201  0.21
44 H 2.045 -3.881 3.309  0.00
45 C -3.618 0.957 -1.166  0.00
46 H 5.343 0.181 2.798  0.00
47 C -2.630 3.385 -2.089  0.00
48 C -0.400 -1.601 2.883  0.00
49 Si 3.772 0.697 0.958  0.00
50 H 2.848 0.734 -1.324  0.00
51 C 3.624 0.146 -0.828  0.00
52 H -5.367 2.050 -0.601  0.00
53 C 2.309 -1.916 2.536  0.00
54 H 3.086 3.050 0.548  0.00
55 H -2.279 -1.908 3.881  0.00
56 C -4.392 2.101 -1.067  0.00
57 H 3.377 -2.001 2.393  0.00
58 C 1.668 -0.695 2.215  0.00

=====

| no. | E (a.u.) | molecular weight (g mol⁻¹) |
| --- | --- | --- |
| 1 | -1801.42646 | 239.10 |
| 2 | -323.48599 | 89.09 |
| 3 | -3745.17379 | 750.44 |